# 1
{"formula": "C2H2O3S", "method": "ωB97M-V/def2-TZVPD", "symbols": ["S", "O", "O", "O", "C", "C", "H", "H"], "coordinates": [[0.3013, 0.9787, -1.5594], [-0.0748, -1.5039, 1.3978], [-1.4891, -1.0007, -0.2566], [1.1713, 0.8599, 0.8018], [-0.3131, -0.8239, 0.4516], [0.4355, 0.3216, -0.0918], [1.5846, 1.5916, 0.3212], [-1.6156, -0.4234, -1.0646]], "e_above_lowest_ev": 0.884, "gap_ev": 9.0, "lumo_ev": -1.13, "smiles": "O=C(O)C(O)=S", "energy_ha": -701.30793}



# 2
{"formula": "C7H8N2O2S", "method": "ωB97M-V/def2-TZVPD", "symbols": ["S", "O", "O", "N", "N", "C", "C", "C", "C", "C", "C", "C", "H", "H", "H", "H", "H", "H", "H", "H"], "coordinates": [[2.6244, -0.4739, -0.6062], [0.5711, 1.6381, 0.5846], [2.8162, 1.1492, -0.6555], [-1.5914, -1.0961, -0.0134], [-3.5882, 0.8707, 0.0219], [3.1337, -0.9350, 1.1534], [-1.2849, 0.2476, 0.0796], [-2.8311, -1.4730, -0.1541], [-3.8599, -0.4806, -0.0250], [0.9942, -0.6718, -0.2051], [0.2733, 0.4701, 0.1256], [-2.2149, 1.2865, -0.0403], [4.2155, -0.6492, 1.4487], [2.5095, -0.2319, 1.6468], [-4.8992, -0.5709, 0.1620], [0.4774, -1.5765, -0.3947], [-1.7524, 2.2249, 0.0954], [-2.9500, -2.6666, -0.1675], [2.7568, -1.9270, 1.4696], [1.5486, 1.5959, 0.3426]], "e_above_lowest_ev": 4.549, "gap_ev": 8.7, "lumo_ev": -0.11, "energy_ha": -929.58264}



# 3
{"formula": "C7H10GeNO4Pt", "method": "ωB97M-V/def2-TZVPD", "symbols": ["Pt", "Ge", "O", "O", "O", "O", "N", "C", "C", "C", "C", "C", "C", "C", "H", "H", "H", "H", "H", "H", "H", "H", "H", "H"], "coordinates": [[-0.3483, 1.7480, -0.5397], [0.9186, -1.3134, 0.0979], [-2.7402, 4.6731, 1.7017], [-3.0855, 1.7896, -0.3823], [-4.3706, 2.2736, 1.4697], [-1.0303, 3.5349, 0.7016], [1.0458, 2.1169, -3.3438], [2.3344, -0.8462, -1.1695], [-0.3494, -2.5420, -0.7755], [-0.0007, 0.2606, 0.7292], [1.7147, -2.2460, 1.6451], [0.4878, 2.0769, -2.3295], [-3.5393, 2.2528, 0.6240], [-2.1590, 3.8132, 1.1156], [-1.1172, -2.8559, -0.0673], [-0.8367, -2.0362, -1.6094], [0.1604, -3.4296, -1.1553], [2.2501, -3.1421, 1.3257], [2.4157, -1.5894, 2.1614], [0.9368, -2.5429, 2.3502], [2.8410, -1.7496, -1.5157], [-0.5258, 0.2681, 1.6847], [1.9295, -0.3156, -2.0309], [3.0679, -0.1988, -0.6877]], "total_charge": -1, "e_above_lowest_ev": 0.397, "s_squared": 6.012, "spin_multiplicity": 5, "gap_ev": [7.4, 7.7], "lumo_ev": [3.03, 1.44], "energy_ha": -2824.60916}



# 4
{"formula": "C47H103N9O7", "method": "ωB97M-V/def2-TZVPD", "symbols": ["O", "O", "O", "O", "O", "O", "O", "N", "N", "N", "N", "N", "N", "N", "N", "N", "C", "C", "C", "C", "C", "C", "C", "C", "C", "C", "C", "C", "C", "C", "C", "C", "C", "C", "C", "C", "C", "C", "C", "C", "C", "C", "C", "C", "C", "C", "C", "C", "C", "C", "C", "C", "C", "C", "C", "C", "C", "C", "C", "C", "C", "C", "C", "H", "H", "H", "H", "H", "H", "H", "H", "H", "H", "H", "H", "H", "H", "H", "H", "H", "H", "H", "H", "H", "H", "H", "H", "H", "H", "H", "H", "H", "H", "H", "H", "H", "H", "H", "H", "H", "H", "H", "H", "H", "H", "H", "H", "H", "H", "H", "H", "H", "H", "H", "H", "H", "H", "H", "H", "H", "H", "H", "H", "H", "H", "H", "H", "H", "H", "H", "H", "H", "H", "H", "H", "H", "H", "H", "H", "H", "H", "H", "H", "H", "H", "H", "H", "H", "H", "H", "H", "H", "H", "H", "H", "H", "H", "H", "H", "H", "H", "H", "H", "H", "H", "H"], "coordinates": [[16.1976, -7.8414, -21.0307], [14.1937, -9.8839, -20.7506], [17.4964, -12.5189, -23.5560], [25.0107, -2.3553, -19.9955], [21.5199, -12.7736, -22.3526], [18.4327, -11.6779, -30.9005], [11.4597, -5.0885, -19.2002], [24.2774, -2.7916, -21.1507], [14.1299, -11.8830, -19.5847], [21.8296, -11.4411, -22.7577], [17.9697, -11.2818, -29.6223], [15.2679, -12.6048, -23.4819], [17.3286, -7.6662, -21.8307], [11.9992, -4.1018, -19.9963], [12.9195, -10.1762, -18.8408], [16.3946, -13.6010, -25.2464], [13.6283, -2.2219, -20.2293], [18.7622, -8.2726, -19.9978], [18.3751, -7.6281, -24.1138], [18.3730, -5.8017, -20.4799], [22.7706, -10.7575, -21.8248], [13.7840, -10.5759, -19.8161], [18.5155, -7.2358, -21.1305], [18.2657, -12.2165, -28.5410], [24.2093, -4.2036, -23.1297], [22.3128, -1.4752, -20.4997], [17.6795, -9.8439, -29.5225], [12.3356, -4.5912, -21.3520], [23.2810, -12.3604, -24.7315], [12.1380, -2.5276, -18.1488], [22.4620, -3.8587, -19.8203], [12.9354, -3.4958, -22.2198], [22.6918, -4.3846, -22.9395], [16.4478, -12.8746, -24.1058], [16.1380, -8.6166, -23.6838], [26.3669, -3.4655, -22.2121], [19.7566, -12.5216, -28.4157], [12.9629, -3.2894, -19.2484], [13.1295, -5.9224, -21.4262], [17.7402, -10.1132, -26.9003], [23.0215, -9.3082, -22.3218], [17.6863, -11.6526, -27.2120], [21.9594, -10.6336, -20.4922], [17.5063, -13.5546, -28.7561], [14.1138, -2.7435, -21.5780], [23.5742, -9.2593, -23.7351], [16.3941, -6.1123, -23.4439], [22.4846, -9.9316, -24.6369], [25.0752, -5.2367, -20.9973], [24.9584, -3.9000, -21.8180], [22.8210, -2.8439, -20.8899], [16.6302, -9.3737, -30.5587], [22.1810, -11.3642, -24.2307], [24.1172, -11.4047, -21.5953], [10.9580, -4.8365, -22.0280], [19.7097, -7.4239, -22.1005], [17.0484, -9.5319, -28.1350], [19.6271, -6.9403, -23.5302], [20.9120, -11.8404, -24.9921], [17.0740, -7.4840, -23.2881], [19.0187, -9.0933, -29.6799], [22.1102, -3.2373, -22.1995], [14.1192, -4.1635, -18.6888], [11.1590, -5.0059, -23.0878], [24.6299, -11.0470, -20.7017], [12.5750, -9.2320, -18.8533], [14.9704, -3.4167, -21.6380], [18.5217, -8.5785, -24.6240], [21.4349, -3.6930, -19.4775], [25.3647, -1.5635, -20.4122], [14.1553, -5.6954, -21.1397], [19.7015, -9.4607, -28.9105], [13.0277, -6.4605, -22.3716], [16.5192, -8.2953, -30.4500], [23.1798, -3.8366, -19.0011], [24.2178, -12.2171, -24.1919], [22.1367, -8.6979, -22.1574], [18.8514, -8.0542, -29.3860], [16.8614, -8.4700, -27.9487], [18.2676, -5.9526, -19.4092], [11.1192, -2.4509, -18.5320], [20.2570, -11.5491, -28.4434], [19.5131, -9.1670, -30.6471], [15.1871, -8.6659, -23.1419], [14.4050, -12.9791, -23.8275], [25.8396, -5.9720, -21.2492], [18.7264, -9.6713, -26.7446], [22.9367, -9.7696, -25.6189], [21.6946, -11.5923, -20.0462], [17.0359, -5.2399, -23.3102], [21.5906, -9.3049, -24.6529], [25.2409, -5.0231, -19.9373], [24.1441, -5.8048, -20.9361], [19.1788, -5.1649, -20.8428], [18.9138, -9.2871, -20.3814], [12.4456, -1.4894, -18.0099], [20.1581, -13.2149, -27.6801], [14.3568, -3.7473, -17.7082], [12.1639, -5.7103, -18.9556], [20.4448, -7.2568, -24.1797], [14.5496, -12.3705, -20.3584], [12.7352, -6.7633, -20.8466], [15.9538, -8.7660, -21.1646], [20.9634, -12.7186, -25.6350], [12.0418, -2.9694, -17.1573], [21.0233, -10.1403, -20.7526], [12.0476, -2.8913, -22.4115], [22.6954, -1.1554, -19.5318], [23.8374, -9.0286, -21.6494], [17.5353, -14.1782, -27.8600], [20.0806, -8.4478, -22.0220], [23.9576, -12.4689, -21.3792], [15.0181, -4.0828, -19.2965], [23.7450, -8.2707, -24.1725], [15.5249, -13.9954, -25.5501], [19.6188, -5.8490, -23.5482], [26.7949, -2.8217, -21.4429], [14.2981, -1.9774, -22.3340], [16.4393, -13.3406, -28.8532], [22.5719, -0.8976, -21.3926], [16.0893, -6.0794, -24.4964], [16.0300, -9.9062, -28.2710], [22.2737, -4.9004, -20.0973], [22.9315, -13.3269, -24.3682], [22.5066, -10.0557, -19.7466], [24.4026, -3.4279, -23.8730], [14.5317, -1.8877, -19.7072], [21.9976, -2.4004, -22.9002], [16.9865, -9.6469, -31.5514], [13.2725, -3.9779, -23.1391], [23.3886, -12.2244, -25.8041], [10.1621, -4.1193, -21.8318], [10.4796, -5.7691, -21.7110], [21.2379, -1.2850, -20.4728], [13.6674, -12.3556, -18.8363], [22.3009, -4.5733, -23.9406], [18.0176, -8.2266, -19.2075], [24.6132, -5.1335, -23.5357], [13.7862, -5.1862, -18.5242], [27.0835, -4.2345, -22.4890], [21.0363, -3.3964, -22.0504], [16.6426, -11.9600, -27.1842], [24.5872, -9.6430, -23.8724], [17.3214, -13.7788, -25.5921], [16.5904, -9.6052, -23.6052], [13.0812, -1.2823, -20.3131], [26.2733, -2.7583, -23.0417], [19.3860, -11.5288, -30.8264], [20.5679, -6.8987, -21.6597], [15.6688, -9.8584, -30.3922], [20.6261, -12.5832, -22.0469], [15.4982, -5.9842, -22.8390], [17.1875, -9.8211, -26.0080], [15.4728, -11.9824, -22.7157], [18.1364, -12.0279, -26.2907], [22.5202, -5.3003, -22.3656], [24.8365, -11.5337, -22.4042], [19.7840, -8.2622, -19.5973], [12.7546, -10.8249, -18.1006], [15.6256, -8.4705, -24.6417], [20.5870, -11.1197, -25.7560], [20.1597, -12.9499, -29.3417], [18.1286, -7.0055, -24.9862], [19.9790, -11.8263, -24.4239], [17.8298, -14.1078, -29.6359], [17.4404, -5.4296, -20.9043]], "e_above_lowest_ev": 0.000, "gap_ev": 7.5, "lumo_ev": 0.25, "smiles": "CC1(C)CCCC(C)(C)N1O.CC1(C)CCCC(C)(C)N1O.CC1(C)CCCC(C)(C)N1O.CC1(C)CCCC(C)(C)N1O.CC1(C)CCCC(C)(C)N1O.NC(N)=O.NC(N)=O", "energy_ha": -2871.77141}



# 5
{"formula": "N2O6Rb3", "method": "ωB97M-V/def2-TZVPD", "symbols": ["Rb", "Rb", "Rb", "O", "O", "O", "O", "O", "O", "N", "N"], "coordinates": [[-24.4357, 16.2106, 14.6189], [-28.5991, 16.2766, 18.2855], [-28.7156, 11.0816, 18.0644], [-23.7550, 12.9934, 14.4453], [-25.8499, 14.2744, 16.1575], [-21.8023, 13.6100, 15.1551], [-28.0149, 14.2771, 16.3934], [-26.7397, 12.4826, 16.7611], [-22.1597, 13.3746, 13.0247], [-22.5528, 13.3023, 14.2061], [-26.9111, 13.6891, 16.4507]], "total_charge": 1, "e_above_lowest_ev": 1.557, "gap_ev": 4.5, "lumo_ev": -4.41, "energy_ha": -632.80349}



# 6
{"formula": "C6H17F2N3O3PS", "method": "ωB97M-V/def2-TZVPD", "symbols": ["S", "P", "F", "F", "O", "O", "O", "N", "N", "N", "C", "C", "C", "C", "C", "C", "H", "H", "H", "H", "H", "H", "H", "H", "H", "H", "H", "H", "H", "H", "H", "H", "H"], "coordinates": [[-1.2021, 1.1239, -0.1146], [-0.7161, 3.9515, -0.6073], [-2.7086, 1.4567, 0.4667], [0.6007, 2.9795, -3.0407], [-1.3191, -0.1966, -0.8103], [-0.2789, 1.1160, 1.0383], [1.3999, -2.9306, 0.2935], [-0.6027, -2.6615, 1.2028], [-0.8975, 2.3133, -1.2812], [-1.2550, 4.9762, -1.7187], [-1.8572, -3.3404, 1.6027], [0.1821, 1.9248, -2.2452], [2.3036, 2.1225, -0.6348], [0.9118, -4.6565, 1.8776], [1.4682, 1.2446, -1.6449], [0.6324, -3.4377, 1.0635], [-0.3603, -1.9096, 1.8624], [-1.5312, 4.1504, 0.5648], [-0.6601, -2.1594, 0.2999], [0.0231, -5.2808, 1.9764], [-2.0501, 5.5036, -1.3525], [-2.0637, -4.1406, 0.8943], [1.2809, 0.2326, -1.1902], [-0.2794, 1.1698, -2.9443], [-1.7464, -3.7259, 2.6143], [-2.6569, -2.6027, 1.5734], [1.6839, -5.2425, 1.3827], [1.2624, -4.3554, 2.8675], [1.7259, 2.5222, 0.2343], [3.1367, 1.4996, -0.1998], [2.1498, 1.0460, -2.5243], [2.7962, 2.9875, -1.1675], [0.6276, 4.3198, -0.3386]], "total_charge": 1, "gap_ev": 7.5, "lumo_ev": -3.81, "energy_ha": -1567.72086}



# 7
{"formula": "C2F3O2S", "method": "ωB97M-V/def2-TZVPD", "symbols": ["S", "F", "F", "F", "O", "O", "C", "C"], "coordinates": [[-0.5796, 0.4652, 0.1130], [1.5671, -0.0124, -1.4592], [0.6959, -0.4552, 2.0906], [0.1387, -1.6940, -0.9850], [-1.6980, -0.2767, 0.6687], [-1.0645, 1.7341, -0.4142], [0.1980, -0.3734, -1.3040], [0.7426, 0.6123, 1.2901]], "total_charge": -1, "e_above_lowest_ev": 3.846, "gap_ev": [8.0, 6.5], "lumo_ev": [3.73, 2.76], "energy_ha": -924.33351}



# 8
{"formula": "C10H20S", "method": "ωB97M-V/def2-TZVPD", "symbols": ["S", "C", "C", "C", "C", "C", "C", "C", "C", "C", "C", "H", "H", "H", "H", "H", "H", "H", "H", "H", "H", "H", "H", "H", "H", "H", "H", "H", "H", "H", "H"], "coordinates": [[0.9056, -0.0601, 1.9467], [4.9266, 0.8687, -0.7144], [0.6436, -2.3579, 0.6282], [-0.5337, 1.8509, -1.7031], [3.9964, 1.1286, -1.4553], [-1.4313, -1.5136, 1.1249], [-0.7124, 1.3637, 3.5237], [-0.0241, -1.0614, 0.6790], [0.1044, -0.1841, -0.5684], [-2.0555, -0.1239, -1.8597], [-1.1180, 0.6412, -0.9728], [-1.7529, -2.3206, 0.3983], [-1.7545, -0.2085, -2.8818], [5.8619, 0.8399, -0.2589], [-2.2847, -1.1007, -1.6453], [1.7811, -2.3603, 0.7459], [-2.2341, -0.8092, 1.0398], [0.9785, 0.5480, -0.4238], [-1.4692, -1.9195, 2.1783], [-0.3384, 1.0843, 4.5225], [-2.9893, 0.3658, -1.9791], [3.1313, 1.2588, -2.0236], [0.5755, -2.8175, -0.3984], [0.1610, -2.9319, 1.4072], [0.2279, -0.8635, -1.4655], [0.1433, 2.4405, -1.0673], [-1.2816, 2.3017, -2.2953], [-1.7922, 1.0845, -0.2184], [0.2889, 1.4906, -2.4004], [-0.2471, 2.2299, 3.0736], [-1.7072, 1.1357, 3.0634]], "e_above_lowest_ev": 0.808, "s_squared": 2.007, "spin_multiplicity": 3, "gap_ev": [7.6, 7.0], "lumo_ev": [0.80, -1.71], "energy_ha": -790.92607}